Record 1
60
Properties=species:S:1:pos:R:3:forces:R:3 method="wB97M-V/def2-TZVPD" energy_ha=-1757.26314 lumo_ev=0.6 spin_multiplicity=1 gap_ev=8.448
C -6.5662 -1.0083 0.8378 -0.095 -0.074 -0.017
O -5.2476 -0.5896 1.0764 0.296 0.089 0.031
C -4.4576 -1.5719 1.7010 0.139 -0.009 0.172
C -3.0239 -1.0461 1.8411 -0.650 -0.148 0.166
N -2.2932 -1.1099 0.6049 0.157 0.027 -0.208
C -1.5983 -2.2139 0.1632 0.297 -0.415 -0.195
C -1.4860 -3.4674 0.9584 -0.087 0.173 0.024
C -1.0540 -1.9137 -1.0499 -0.261 -0.063 0.139
C -1.4401 -0.5826 -1.3796 -0.594 -0.080 0.630
C -1.0632 0.1918 -2.5470 -0.130 0.024 -0.466
O -1.6818 1.1465 -2.9714 -0.094 -0.058 -0.104
C 0.1473 -0.2997 -3.3454 0.366 0.275 0.082
S 1.5518 -0.8633 -2.3423 0.272 -0.381 -0.291
C 1.4578 0.3255 -1.0580 -0.331 0.488 -0.492
N 0.7286 1.3498 -1.3084 0.436 -0.086 -0.349
C 0.5170 2.2724 -0.3290 0.209 0.051 0.741
C -0.2573 3.4048 -0.6021 0.032 0.055 0.096
C -0.4988 4.3166 0.3988 -0.001 -0.041 -0.145
C 0.0179 4.1237 1.6812 0.049 -0.028 0.181
C 0.7844 3.0153 1.9604 0.046 -0.057 0.026
C 1.0479 2.0803 0.9567 -0.332 0.322 -0.290
C 1.8718 0.9089 1.2281 -0.070 0.011 0.002
O 2.3410 0.6393 2.3167 0.077 0.009 0.081
N 2.1018 0.0819 0.1203 0.019 0.202 0.150
C 2.9508 -1.0961 0.2793 0.332 -0.443 0.361
C 2.2492 -2.1616 1.1134 0.080 0.075 -0.149
C 4.3205 -0.7254 0.8588 0.014 0.188 0.047
O 5.2150 -1.7549 0.5048 -0.260 -0.139 -0.200
C 6.5017 -1.5597 1.0308 0.054 0.011 0.049
C -2.2246 -0.1252 -0.3271 0.231 0.261 -0.558
C -2.8688 1.1971 -0.1441 -0.076 0.097 0.061
H -7.0777 -1.2619 1.7747 -0.012 0.012 -0.035
H -7.0751 -0.1745 0.3596 -0.078 -0.059 0.000
H -6.5917 -1.8813 0.1742 -0.020 0.029 0.012
H -4.4651 -2.4971 1.1043 0.037 0.051 0.081
H -4.8634 -1.8034 2.6990 0.046 0.008 -0.081
H -2.4990 -1.6388 2.5936 -0.026 0.114 -0.040
H -3.0717 -0.0079 2.1749 0.070 -0.098 0.062
H -0.9147 -4.1980 0.3922 0.021 -0.051 -0.001
H -2.4651 -3.8918 1.1798 -0.039 -0.127 0.060
H -0.9716 -3.2904 1.9044 0.044 -0.080 0.088
H -0.4740 -2.5806 -1.6560 0.093 -0.181 -0.003
H 0.4800 0.5064 -3.9989 -0.184 -0.062 0.052
H -0.1334 -1.1656 -3.9477 0.014 -0.044 -0.009
H -0.6560 3.5238 -1.5964 -0.063 0.001 -0.140
H -1.0980 5.1915 0.1937 -0.054 0.070 -0.032
H -0.1844 4.8496 2.4545 -0.005 0.048 0.067
H 1.2003 2.8445 2.9421 0.024 0.006 0.084
H 3.1441 -1.4946 -0.7224 0.035 0.122 0.200
H 2.0409 -1.7769 2.1084 -0.014 -0.001 0.055
H 2.9004 -3.0267 1.1927 0.047 -0.142 0.026
H 1.3173 -2.4532 0.6350 -0.107 -0.067 -0.044
H 4.6570 0.2347 0.4341 -0.033 -0.068 0.049
H 4.2664 -0.6180 1.9492 0.025 -0.016 -0.178
H 6.9483 -0.6302 0.6563 0.006 -0.031 0.011
H 6.4822 -1.5215 2.1270 0.021 -0.008 -0.029
H 7.1018 -2.4072 0.7061 0.074 0.047 0.051
H -2.7466 1.7754 -1.0541 -0.008 0.024 0.033
H -3.9294 1.0710 0.0659 -0.035 0.081 0.008
H -2.4123 1.7423 0.6845 -0.005 0.078 0.074

Record 2
60
Properties=species:S:1:pos:R:3:forces:R:3 method="wB97M-V/def2-TZVPD" energy_ha=-1434.29716 lumo_ev=0.6 spin_multiplicity=1 gap_ev=8.013
C 0.3547 2.4974 -1.0958 0.427 -0.045 0.210
C 1.7277 2.7981 -0.5115 -0.257 0.338 -0.068
O 2.3926 1.5665 -0.3318 0.272 -0.233 0.089
C 3.6914 1.5520 0.1124 -0.013 -0.099 0.010
C 4.3475 2.6918 0.5536 -0.116 0.112 -0.031
C 5.6387 2.6331 1.0513 0.037 0.013 0.007
C 6.2945 1.4194 1.1012 0.035 0.057 0.094
C 5.6610 0.2816 0.6411 -0.087 0.116 0.016
C 4.3578 0.3051 0.1415 0.164 0.290 -0.046
N 3.8261 -0.8901 -0.3331 -0.100 -0.136 -0.100
C 3.8485 -2.0737 0.4954 -0.239 -0.103 0.314
C 2.4847 -2.2852 1.1673 0.323 -0.290 0.195
N 1.4373 -2.3671 0.1682 0.338 0.146 0.108
C 0.6632 -3.4650 0.1087 -0.300 -0.093 -0.192
O 0.8202 -4.4186 0.8534 -0.114 -0.325 0.079
C -0.4885 -3.4634 -0.9026 0.061 -0.257 -0.095
N -1.5037 -2.5015 -0.5395 0.005 -0.206 0.237
C -1.8644 -1.4672 -1.3366 0.087 -0.077 0.002
O -1.3249 -1.2690 -2.4136 -0.044 0.109 -0.176
C -2.9175 -0.5685 -0.7983 -0.203 0.495 -0.148
C -2.9552 0.7298 -1.2807 0.153 -0.394 0.033
C -3.8955 1.6325 -0.8126 -0.239 0.112 0.163
C -4.8278 1.2464 0.1363 -0.091 -0.093 0.106
O -5.7889 2.0448 0.6641 0.151 -0.448 0.028
C -5.8759 3.3752 0.2161 0.001 0.255 -0.095
C -4.8156 -0.0869 0.6145 -0.124 0.129 0.119
O -5.7814 -0.3829 1.5257 0.121 0.338 -0.249
C -5.8420 -1.6884 2.0429 0.003 -0.222 0.082
C -3.8637 -0.9732 0.1480 -0.081 0.057 0.068
C 1.3884 -1.2012 -0.6848 0.091 0.257 -0.368
C 2.7717 -0.9655 -1.3124 -0.342 0.119 -0.127
H 0.4580 1.9301 -2.0169 -0.034 -0.043 -0.136
H -0.1671 3.4271 -1.3043 -0.086 0.092 -0.030
H -0.2349 1.9107 -0.3960 -0.097 -0.045 0.056
H 1.6200 3.3199 0.4503 0.091 -0.037 -0.121
H 2.2994 3.4395 -1.1968 -0.005 -0.056 0.131
H 3.8428 3.6449 0.5328 -0.081 0.053 -0.023
H 6.1191 3.5357 1.3961 0.042 0.081 0.023
H 7.3028 1.3564 1.4813 0.093 -0.011 0.027
H 6.1929 -0.6576 0.6463 0.028 -0.099 -0.054
H 4.6132 -1.9848 1.2654 -0.004 -0.037 -0.062
H 4.0760 -2.9426 -0.1338 0.018 -0.012 0.092
H 2.4744 -3.2124 1.7423 -0.001 0.156 -0.023
H 2.2755 -1.4375 1.8311 0.028 -0.026 0.001
H -0.9134 -4.4731 -0.8935 0.187 0.159 0.000
H -0.1521 -3.2272 -1.9142 -0.052 -0.027 0.121
H -1.9104 -2.6009 0.3756 -0.015 0.136 -0.062
H -2.2366 1.0264 -2.0279 0.067 0.012 -0.076
H -3.8934 2.6383 -1.2004 -0.045 0.115 0.001
H -6.0815 3.4261 -0.8579 0.021 -0.009 0.042
H -4.9617 3.9356 0.4382 -0.033 -0.032 -0.019
H -6.7084 3.8142 0.7632 0.070 0.010 -0.064
H -6.0241 -2.4279 1.2559 0.024 0.030 0.023
H -6.6818 -1.6891 2.7357 0.071 -0.053 -0.039
H -4.9278 -1.9513 2.5862 -0.024 0.010 -0.038
H -3.8791 -1.9957 0.4908 -0.055 -0.089 0.068
H 0.6560 -1.3085 -1.4798 -0.030 -0.048 0.045
H 1.1245 -0.3308 -0.0756 -0.027 -0.079 -0.094
H 2.7533 -0.0584 -1.9108 0.009 -0.106 -0.034
H 3.0030 -1.8133 -1.9712 -0.075 0.036 -0.019

Record 3
62
Properties=species:S:1:pos:R:3:forces:R:3 method="wB97M-V/def2-TZVPD" energy_ha=-1461.82644 lumo_ev=0.2 spin_multiplicity=1 gap_ev=8.609
C -7.4995 -0.4528 0.1491 -0.151 -0.025 0.240
O -6.7403 -0.3330 -1.0333 0.230 0.033 -0.274
C -5.3972 -0.2401 -0.9331 0.355 0.019 0.077
C -4.7029 -0.1222 -2.1548 -0.121 -0.010 -0.034
C -3.3398 -0.0208 -2.1868 -0.165 -0.015 0.189
C -2.5866 -0.0297 -0.9992 -0.389 -0.027 0.487
C -1.1651 0.0837 -0.9867 0.310 -0.059 0.355
C -0.4581 0.0861 0.1747 0.088 -0.126 -0.521
C 1.0330 0.2783 0.3149 -0.259 0.257 0.073
C 1.7858 -0.3013 -0.8353 0.718 -0.611 0.033
N 1.5911 -0.0761 -2.1172 -0.574 0.494 0.447
N 2.5113 -0.7739 -2.7688 0.027 0.022 -0.985
N 3.2552 -1.4121 -1.9690 0.921 -0.798 0.408
N 2.8461 -1.1446 -0.7263 -1.017 1.185 -0.665
C 3.4127 -1.7618 0.4487 0.227 -0.234 0.493
C 2.5228 -2.9392 0.9153 -0.031 -0.091 0.159
C 3.4338 -4.1704 0.9202 -0.010 -0.049 -0.092
C 4.4898 -3.8459 -0.1319 0.051 -0.013 0.154
C 4.7847 -2.3723 0.1318 0.066 -0.031 -0.152
N 1.3074 1.6920 0.5483 0.003 -0.187 0.268
C 2.4779 1.9042 1.3782 -0.046 -0.016 0.268
C 2.7614 3.3771 1.6708 0.300 -0.182 -0.104
C 3.6804 4.0328 0.6417 -0.231 0.214 -0.016
C 3.0209 4.2751 -0.7127 0.240 -0.198 0.007
C 2.4033 3.0211 -1.3255 -0.174 0.159 0.071
C 1.1308 2.5681 -0.5964 -0.029 0.141 -0.169
C -1.1845 -0.0667 1.3807 -0.997 -0.097 0.217
N -0.8077 -0.1708 2.6466 1.031 0.196 -0.733
N -1.9103 -0.3267 3.3481 -0.204 -0.110 0.889
N -2.9551 -0.3328 2.6230 -1.429 -0.121 -0.050
N -2.5539 -0.1750 1.3567 1.899 0.164 0.339
C -3.2987 -0.1503 0.2103 -0.391 0.007 -0.913
C -4.6870 -0.2550 0.2543 -0.339 -0.025 0.040
H -7.2390 -1.3612 0.7002 0.007 0.038 -0.022
H -7.3672 0.4178 0.7981 0.012 -0.033 -0.025
H -8.5376 -0.5100 -0.1729 0.070 0.001 0.069
H -5.2856 -0.1151 -3.0619 -0.052 0.002 -0.122
H -2.8212 0.0692 -3.1287 0.043 0.010 -0.120
H -0.6490 0.1566 -1.9328 0.047 0.018 -0.043
H 1.3249 -0.2499 1.2293 0.019 0.050 -0.122
H 3.4894 -0.9867 1.2170 -0.023 -0.062 -0.171
H 1.7068 -3.0798 0.2037 -0.002 0.059 0.019
H 2.0826 -2.7477 1.8928 -0.081 0.027 0.002
H 3.9074 -4.2805 1.8968 0.017 -0.061 0.041
H 2.8847 -5.0839 0.7004 -0.012 -0.061 0.078
H 4.0755 -3.9618 -1.1338 0.012 -0.027 -0.061
H 5.3771 -4.4693 -0.0446 0.042 -0.049 -0.066
H 5.4326 -2.2695 1.0029 -0.014 0.020 0.038
H 5.2530 -1.8816 -0.7187 0.078 0.055 0.114
H 3.3895 1.4539 0.9425 -0.001 -0.001 0.040
H 2.2733 1.3911 2.3249 0.102 -0.033 -0.074
H 3.2508 3.4321 2.6457 -0.080 0.011 0.019
H 1.8193 3.9188 1.7447 -0.095 0.062 0.107
H 4.5628 3.4012 0.5056 0.058 0.002 0.023
H 4.0248 4.9917 1.0366 0.091 -0.022 0.002
H 3.7728 4.6746 -1.3977 -0.046 0.085 -0.007
H 2.2401 5.0321 -0.6044 -0.026 0.079 -0.032
H 3.1369 2.2138 -1.3469 0.044 -0.085 -0.094
H 2.1349 3.2360 -2.3614 0.018 -0.071 -0.038
H 0.4871 2.0470 -1.3045 -0.017 0.139 0.042
H 0.5867 3.4582 -0.2572 -0.010 -0.004 -0.149
H -5.1560 -0.3461 1.2202 -0.107 -0.013 0.048